Entry 1:
Below is a molecular structure, C24H32AuN9O6PS, with properties calculated with wB97M-V/def2-TZVPD.

Results
charge	+1
multiplicity	1
LUMO level	-0.1539	Ha
E_HOMO	-10.454	eV

Geometry as XYZ:
```
74
Properties=species:S:1:pos:R:3:mulliken_charge:R:1
Au 0.1206 0.4342 -1.6559 1.476
N -1.1895 3.6443 -4.0069 0.216
C -0.8031 3.2881 -2.7866 -0.448
N -0.4366 2.0160 -2.8532 -0.173
C -0.6632 1.6515 -4.1469 0.207
N -1.1156 2.6218 -4.8883 -0.730
C -0.4564 0.2524 -4.4993 0.614
C -0.7878 -0.3486 -5.7015 -0.260
N -0.6024 -1.6476 -5.8946 -0.519
C -0.0729 -2.3515 -4.9031 -0.558
C 0.2667 -1.7791 -3.6830 -0.263
N 0.0608 -0.4796 -3.5002 0.010
H -1.5277 4.5452 -4.3105 0.208
H -0.8170 3.8732 -1.8794 0.635
H -1.2094 0.2375 -6.5077 0.461
H 0.0783 -3.4097 -5.0685 0.418
H 0.6894 -2.3326 -2.8558 0.521
N 3.6041 -6.9966 -0.5118 -0.473
C 3.2157 -5.6984 -0.3909 1.197
C 2.7728 -5.1989 0.8426 -0.932
C 2.3751 -3.8861 0.9657 -0.277
C 2.4218 -3.0461 -0.1417 -0.480
C 2.8764 -3.5204 -1.3698 -0.543
C 3.2671 -4.8336 -1.4977 -1.008
S 1.9511 -1.3873 0.0165 2.054
O 2.7522 -0.5703 -0.8595 -0.853
O 1.8041 -1.0642 1.3982 -0.693
N 0.4560 -1.3286 -0.7921 -0.361
C -0.7148 -1.7890 -0.1644 0.522
N -1.8369 -1.2289 -0.6082 -0.208
C -2.9593 -1.6375 -0.0219 -0.198
C -2.9618 -2.5972 0.9734 -0.772
C -1.7297 -3.1205 1.3268 -0.272
N -0.5926 -2.7252 0.7620 -0.369
H 3.5650 -7.6214 0.2717 0.186
H 3.9234 -7.3624 -1.3890 0.183
H 2.7537 -5.8531 1.7047 0.304
H 2.0306 -3.4947 1.9115 0.510
H 2.9568 -2.8439 -2.2114 0.638
H 3.6402 -5.2026 -2.4446 0.303
H -3.8767 -1.1740 -0.3648 0.456
H -3.8756 -2.9242 1.4454 0.448
H -1.6419 -3.8816 2.0933 0.471
C -3.1488 2.7856 2.7160 -1.598
C -2.4913 1.4179 2.7930 1.737
C -1.5938 1.2824 4.0123 -1.459
C -3.5362 0.3161 2.7720 -1.641
O -1.6837 1.1613 1.5942 0.388
P -0.8008 2.1688 0.7840 -0.856
O -1.5454 3.0147 -0.1742 -0.839
O 0.2714 1.2446 0.0959 -0.163
O 0.0126 2.9447 1.8778 0.366
C 1.2772 3.6723 1.7331 1.563
C 1.2548 4.6797 2.8690 -1.872
C 1.3404 4.3800 0.3889 -1.325
C 2.4181 2.6835 1.8997 -1.377
H -3.7959 2.9169 3.5835 0.493
H -3.7490 2.8768 1.8113 0.355
H -2.4072 3.5840 2.7202 0.258
H -2.2046 1.2810 4.9153 0.483
H -0.8855 2.1056 4.0709 0.177
H -1.0339 0.3484 3.9619 0.312
H -4.1613 0.3814 3.6619 0.531
H -3.0516 -0.6608 2.7547 0.247
H -4.1715 0.4075 1.8904 0.352
H 0.4155 5.3669 2.7584 0.409
H 2.1807 5.2547 2.8743 0.450
H 1.1608 4.1656 3.8252 0.371
H 0.4833 5.0421 0.2598 0.320
H 1.3600 3.6585 -0.4310 0.125
H 2.2554 4.9694 0.3398 0.561
H 2.3692 2.2122 2.8810 0.339
H 3.3690 3.2106 1.8117 0.462
H 2.3810 1.8989 1.1465 0.184
```

***

Entry 2:
Below is a gas-phase ion, C5H12N (charge +1), with properties calculated with wB97M-V/def2-TZVPD.

Results
charge	+1
SMILES	C=C(C)[C@@H](C)[NH3+]
multiplicity	1
LUMO level	-0.1508	Ha
E_HOMO	-13.128	eV

Geometry as XYZ:
```
18
Properties=species:S:1:pos:R:3:mulliken_charge:R:1
C -1.4286 0.2562 1.9436 -0.802
C -0.7546 0.0698 0.4820 0.167
C -1.7192 -0.0478 -0.6989 -1.239
C 0.6768 -0.3190 0.2605 0.415
C 0.9422 -1.1792 -0.9213 -1.432
N 1.4952 1.1139 0.2039 -0.403
H -0.9168 0.4108 2.8507 0.343
H -2.5336 0.3441 1.6696 0.240
H -1.3053 0.4544 -1.5358 0.326
H -2.6736 0.4438 -0.4370 0.449
H -1.8349 -1.1660 -0.9768 0.241
H 1.1579 -0.5656 1.2710 0.380
H 0.3531 -2.0853 -0.6241 0.325
H 1.9669 -1.4189 -0.8388 0.473
H 0.5318 -0.7787 -1.7901 0.430
H 0.7440 1.6865 0.6455 0.403
H 1.7683 1.3068 -0.7292 0.319
H 2.4689 1.0708 0.6399 0.367
```

***

Entry 3:
Below is 6 unconnected molecules or ions with the total composition C40H86N6O2, with properties calculated with wB97M-V/def2-TZVPD.

Results
⟨S²⟩	0.7630
charge	+5
multiplicity	2
LUMO level (spin up / spin down)	-0.4808 / -0.6428	Ha
E_HOMO (spin up / spin down)	-20.057 / -19.834	eV

Geometry as XYZ:
```
134
Properties=species:S:1:pos:R:3:mulliken_charge:R:1
C 4.4692 1.0335 -1.0870 -1.091
C 4.7651 0.5194 0.4006 0.229
N 5.3543 -0.8172 0.4314 0.241
C 6.7095 -1.1269 0.5510 -0.156
C 6.8269 -2.4995 0.4425 -0.253
N 5.5707 -3.0672 0.3124 0.181
C 4.6886 -2.0204 0.3547 -0.388
C 5.2836 -4.5270 0.1696 -0.618
H 3.4834 0.7109 -1.4219 0.147
H 5.1695 0.7774 -1.8820 0.489
H 4.5602 2.1123 -0.9608 0.395
H 3.8447 0.4020 0.9726 -0.456
H 5.4173 1.1973 0.9512 0.497
H 7.4187 -0.3127 0.5728 0.545
H 7.6648 -3.1785 0.4999 0.492
H 3.6469 -2.2167 0.1477 0.668
H 4.3922 -4.8295 0.7191 0.293
H 6.1278 -5.0963 0.5586 0.312
H 5.1220 -4.7579 -0.8833 0.357
C -3.8475 -2.2527 -1.4090 -1.363
C -3.6519 -1.4361 -0.0560 0.815
C -4.3835 -0.0807 -0.1191 -1.261
N -4.4931 0.7013 1.1635 0.457
C -3.0707 1.1705 1.5353 -0.150
C -5.2919 -0.0392 2.2609 -0.539
C -6.2694 0.9248 2.8978 -0.794
C -5.8081 2.2739 2.4426 -0.564
C -5.3864 1.9450 0.9944 -0.479
H -4.9184 -2.4212 -1.5226 0.523
H -3.4093 -3.2506 -1.3891 0.209
H -3.4602 -1.7504 -2.2955 0.317
H -2.6018 -1.2520 0.1709 -0.181
H -4.1350 -1.9478 0.7763 0.184
H -5.4247 -0.2848 -0.3686 0.527
H -3.9503 0.5830 -0.8674 0.437
H -2.4988 1.4313 0.6447 0.076
H -2.5828 0.3694 2.0906 -0.699
H -3.1173 1.9301 2.3156 0.542
H -4.5054 -0.6481 2.7067 0.321
H -5.9803 -0.7261 1.7686 0.347
H -6.2733 0.7746 3.9774 0.338
H -7.2450 0.7008 2.4665 0.385
H -5.0045 2.7338 3.0179 0.249
H -6.6816 2.9253 2.4158 0.438
H -4.6883 2.7097 0.6537 0.324
H -6.2016 1.5502 0.3881 0.499
C 3.8107 1.9052 -6.5520 -1.478
C 2.3326 2.1629 -6.3470 -0.297
C 1.7207 1.8573 -4.9592 -0.572
N 0.2421 2.1959 -4.7870 0.421
C -0.5565 1.5856 -5.9151 -0.906
C 0.1409 3.7347 -4.6066 -0.630
C -1.0965 4.0714 -3.7510 -0.883
C -1.5067 2.7465 -3.1121 -0.213
C -0.3698 1.7558 -3.4203 -0.546
H 4.2206 2.0815 -7.5465 0.377
H 4.1413 0.9165 -6.2338 0.339
H 4.2614 2.5790 -5.8233 0.358
H 1.7566 1.5843 -7.0692 0.394
H 2.3036 3.2212 -6.6065 0.250
H 2.2053 2.3746 -4.1312 0.366
H 1.8532 0.8107 -4.6848 0.379
H -0.2270 2.0211 -6.8584 0.391
H -1.5967 1.8353 -5.7060 0.389
H -0.4812 0.4982 -5.9062 0.315
H 0.1618 4.1486 -5.6147 0.494
H 1.0583 4.1143 -4.1567 0.366
H -1.9116 4.5479 -4.2956 0.370
H -0.7841 4.8024 -3.0052 0.262
H -2.4327 2.3756 -3.5514 0.595
H -1.6585 2.7423 -2.0327 -0.038
H -0.4348 0.6697 -3.3552 0.389
H 0.4499 2.0047 -2.7464 0.105
C -0.4857 -4.7084 -2.1114 -1.348
C -0.7915 -5.1237 -0.6557 -0.359
C -0.4293 -4.0465 0.4543 0.340
N -0.8025 -4.3331 1.9493 0.550
C -0.1085 -5.6852 2.3328 -1.080
C -0.3222 -3.1067 2.8106 -0.272
C -1.5940 -2.6307 3.5958 0.722
C -2.6935 -3.7087 3.4745 -0.919
C -2.3544 -4.4996 2.1854 -0.081
H -0.7514 -5.5471 -2.7549 0.441
H 0.5500 -4.4043 -2.2629 0.353
H -1.1679 -3.9360 -2.4665 0.232
H -0.2555 -6.0617 -0.5113 0.393
H -1.8655 -5.3058 -0.6200 0.308
H -1.0227 -3.1807 0.1604 -0.632
H 0.6026 -3.6970 0.4879 0.423
H -0.2652 -5.6183 3.4094 0.481
H 0.9242 -5.4992 2.0378 0.317
H -0.5073 -6.4759 1.6974 0.388
H 0.4878 -3.5002 3.4247 0.268
H 0.2434 -2.3147 2.3197 -0.226
H -1.3803 -2.3774 4.6342 0.519
H -1.9086 -1.7143 3.0966 -0.867
H -2.6383 -4.3641 4.3436 0.372
H -3.6973 -3.2925 3.3888 0.386
H -2.6124 -5.5454 2.3522 0.373
H -2.8765 -3.9879 1.3768 -0.027
C 0.4850 4.6274 -0.2016 -1.300
C 1.2069 4.2836 1.1020 -0.078
C 0.3235 3.5296 2.0988 -0.463
N 1.1211 2.8907 3.2549 0.516
C 1.6692 3.9288 4.2347 -0.845
C 2.2072 1.9883 2.6692 -0.574
C 2.2696 0.8005 3.6327 0.120
C 1.2230 0.9622 4.7428 -0.937
C 0.2375 1.8769 4.0415 -0.284
H 1.1002 5.1034 -0.9652 0.455
H -0.4768 5.1165 -0.0469 0.427
H 0.1963 3.6740 -0.6442 0.031
H 1.5171 5.1323 1.7116 0.422
H 2.0552 3.6851 0.7700 0.137
H -0.0568 2.6616 1.5603 -0.044
H -0.4409 4.1160 2.6087 0.614
H 2.0222 4.7664 3.6330 0.292
H 2.4145 3.5678 4.9433 0.388
H 0.8245 4.1323 4.8929 0.350
H 3.1301 2.5665 2.6246 0.510
H 1.8879 1.5143 1.7411 0.008
H 3.3177 0.6034 3.8575 0.528
H 1.8142 -0.0778 3.1752 -0.297
H 1.5814 1.4637 5.6418 0.248
H 0.8126 0.0569 5.1899 0.495
H -0.3381 2.4384 4.7773 0.613
H -0.4478 1.2433 3.4784 -0.323
C 0.2522 -1.2891 -1.5461 -0.559
C 0.5690 -0.3961 -0.2966 0.186
O 1.5341 -0.7235 0.4267 -0.321
O -0.1491 0.6313 -0.1664 -0.430
H 0.6858 -0.8070 -2.4223 0.058
H -0.7960 -1.4154 -1.8169 0.141
H 0.7319 -2.2670 -1.5870 0.016
```

***

Entry 4:
Below is a single C20H25NO3S molecule, with properties calculated with wB97M-V/def2-TZVPD.

Results
charge	0
multiplicity	1
LUMO level	0.0175	Ha
E_HOMO	-8.669	eV

Geometry as XYZ:
```
50
Properties=species:S:1:pos:R:3:mulliken_charge:R:1
C 6.5057 -2.5556 0.6895 -1.423
C 5.5198 -1.5287 0.2235 0.889
C 4.5568 -1.8554 -0.7252 -0.723
C 3.6552 -0.9126 -1.1784 -0.320
C 3.6895 0.3884 -0.6855 0.588
C 4.6462 0.7168 0.2690 -0.440
C 5.5536 -0.2287 0.7103 -0.600
H 6.2944 0.0479 1.4470 0.334
H 4.6885 1.7236 0.6621 0.320
C 2.6754 1.3754 -1.1291 -1.278
H 2.5074 1.3296 -2.2044 0.480
H 2.9132 2.3948 -0.8337 0.471
S 0.9877 1.0085 -0.3942 0.448
O 0.6975 -0.3868 -0.7044 -0.551
C 1.5496 1.0608 1.3854 -0.420
C 0.3707 0.6731 2.1979 0.234
C 0.2079 0.2301 3.4798 -0.795
C -1.1769 -0.0010 3.6456 -0.664
C -1.7653 0.3057 2.4484 0.429
C -3.1648 0.1954 1.9889 0.245
O -4.0973 0.0069 2.7475 -0.717
N -3.2771 0.3228 0.6504 0.011
H -2.4346 0.4105 0.1042 0.227
C -4.5229 0.1980 -0.0695 -0.300
C -4.5067 -1.0385 -0.9758 -0.997
C -3.5220 -0.8798 -2.1323 -0.449
C -3.8442 0.3735 -2.9404 -0.694
C -3.8123 1.6099 -2.0473 -0.447
C -4.7989 1.4621 -0.8910 -0.955
H -5.8138 1.4005 -1.2884 0.399
H -4.7455 2.3347 -0.2372 0.372
H -4.0688 2.4967 -2.6311 0.344
H -2.8010 1.7535 -1.6598 0.180
H -3.1264 0.4849 -3.7555 0.351
H -4.8391 0.2732 -3.3813 0.318
H -3.5775 -1.7597 -2.7765 0.339
H -2.4999 -0.8197 -1.7521 0.208
H -4.2481 -1.9157 -0.3799 0.371
H -5.5122 -1.1867 -1.3747 0.410
H -5.2947 0.0810 0.6994 0.463
O -0.8195 0.7251 1.5712 -0.217
H -1.6785 -0.3559 4.5215 0.537
H 0.9778 0.0867 4.2100 0.501
H 1.8655 2.0859 1.5817 0.417
H 2.3825 0.3753 1.5351 0.342
H 2.9081 -1.1848 -1.9076 0.380
H 4.5147 -2.8631 -1.1124 0.377
H 7.2655 -2.7174 -0.0755 0.294
H 6.0114 -3.5075 0.8736 0.360
H 7.0033 -2.2341 1.6012 0.350
```

***

Entry 5:
Below is a single CH2OS2 molecule, with properties calculated with wB97M-V/def2-TZVPD.

Results
charge	0
SMILES	O=C(S)S
multiplicity	1
LUMO level	0.0144	Ha
E_HOMO	-9.704	eV

Geometry as XYZ:
```
6
Properties=species:S:1:pos:R:3:mulliken_charge:R:1
O 0.1032 1.8402 -0.0973 -0.425
C -0.0829 0.6601 -0.2002 0.466
S -1.6378 -0.1152 -0.1569 -0.109
S 1.5094 -0.2050 -0.2198 -0.194
H -1.1939 -1.2808 -0.2185 0.126
H 1.3019 -0.8992 0.8926 0.136
```

***

Entry 6:
Below is a molecular structure, C5H10O, with properties calculated with wB97M-V/def2-TZVPD.

Results
charge	0
multiplicity	1
LUMO level	0.0422	Ha
E_HOMO	-8.455	eV

Geometry as XYZ:
```
16
Properties=species:S:1:pos:R:3:mulliken_charge:R:1
C -1.8834 0.0486 -1.7419 -1.213
C -1.2682 -0.3080 -0.4011 -0.190
O -0.0777 0.4327 -0.2369 -0.372
C 0.5322 0.2522 1.0074 0.106
C 1.4087 -0.9617 1.2080 -0.687
C 1.9261 0.6934 0.9738 -0.627
H -2.8053 -0.5205 -1.9001 0.376
H -1.1924 -0.1822 -2.5580 0.302
H -2.1240 1.1148 -1.7880 0.302
H -1.9690 -0.0761 0.4157 0.277
H -1.0462 -1.3835 -0.3509 0.296
H -0.0907 0.5851 1.8361 0.362
H 2.4704 -0.4968 1.4400 0.299
H 1.5093 -1.4438 0.2267 0.179
H 2.2851 1.2403 1.8479 0.309
H 2.3252 1.0055 0.0213 0.281
```